No. 1
P4S2 | ωB97M-V/def2-TZVPD

Geometry as XYZ:
```
6
Properties=species:S:1:pos:R:3:forces:R:3:nbo_charge:R:1
S -0.065 -1.389 1.212 -0.1442 0.3596 -0.0650 -0.25
S 0.735 -0.946 -2.267 0.1781 0.6562 0.3263 -0.37
P 1.113 0.724 -1.364 -0.1551 -0.8523 -0.1884 0.36
P 0.993 0.435 0.855 -0.4215 -0.2290 -0.1276 0.12
P -0.914 1.462 0.458 -0.4240 -0.3363 0.3608 -0.10
P -1.862 -0.285 1.107 0.9667 0.4018 -0.3061 0.24
```
Positions in Å, forces in eV/Å.

Summary:
* net charge: 0
* relative energy (zero: lowest compared OMol25 entry of this formula, charge and spin): 2.2 kcal/mol
* E_HOMO: -8.54 eV
* LUMO: -2.01 eV
* gap between HOMO and LUMO: 6.527 eV


No. 2
C18H44MnO11P | ωB97M-V/def2-TZVPD

Geometry as XYZ:
```
75
Properties=species:S:1:pos:R:3:forces:R:3:lowdin_spin:R:1
Mn 0.531 3.425 -1.622 -0.2791 -3.0008 1.1337 4.76
P 1.900 1.423 -4.235 1.2058 -0.9487 -0.4257 0.01
O 0.648 1.694 -0.590 0.0319 1.1870 -0.4558 0.14
O 1.863 1.643 -5.861 -0.8708 -3.5172 4.2177 0.00
O -0.892 -5.307 3.126 1.6182 -0.5979 -0.5938 0.00
O 1.020 2.376 -3.446 0.7144 0.0666 -0.3541 0.04
O 1.545 -0.129 -4.036 0.6873 1.7910 -2.8001 0.00
O -1.492 2.999 3.081 -0.2663 0.7333 0.5965 0.00
O 3.469 1.449 -3.806 -2.0610 0.9633 -1.1778 0.00
O -4.125 3.944 3.039 -0.1912 0.3908 -0.9678 0.00
O -0.704 4.473 0.106 1.7614 -0.3132 -1.2640 0.03
O -0.880 -2.620 1.820 -1.4009 1.1587 0.4513 0.00
O 1.059 -7.672 2.899 -0.1288 -1.8598 -0.3534 0.00
C 1.405 -6.346 2.819 -1.3173 1.2579 0.9875 0.00
C 4.899 0.286 -2.297 -0.9356 1.1120 0.2194 0.00
C -0.178 3.967 1.327 0.4893 -0.7313 1.3947 0.00
C -0.123 -8.062 3.558 -1.0369 -0.3644 -0.5370 0.00
C 0.290 -5.430 2.251 -0.0311 -0.2197 -0.1614 0.00
C -5.383 4.420 2.484 1.6680 -0.7757 -0.1480 0.00
C -1.983 5.035 0.175 -1.6648 0.6192 -0.4246 0.00
C 3.914 1.483 -2.447 1.1873 -1.5123 0.7783 0.00
C -2.544 2.131 3.431 -1.5214 1.3822 -0.6762 0.00
C -2.008 -4.697 2.572 -0.2479 2.4874 -0.3243 0.00
C -0.898 2.743 1.856 0.1750 -1.0582 -0.1500 0.00
C -3.903 2.581 2.747 0.6134 -0.4502 1.0693 0.00
C 1.106 -2.134 -2.703 0.7688 -0.7411 -0.5704 0.00
C 1.273 -0.634 -2.772 -1.6941 -0.0488 2.6473 0.00
C 3.929 2.902 -6.345 -1.2067 -0.3586 -0.4570 0.00
C -1.962 -3.118 2.630 0.3707 -2.2554 -0.7863 0.00
C 2.375 2.766 -6.416 1.5759 3.9499 -1.6106 0.00
C -1.187 -1.256 1.459 1.0460 -0.7003 -0.1959 0.00
H 0.293 -2.559 -3.292 0.0952 0.2844 -0.1752 0.00
H 0.680 -4.457 1.948 0.0739 0.2671 0.6462 0.00
H -2.744 2.311 4.487 0.4415 -0.5013 0.0832 0.00
H -1.579 2.271 1.147 -0.4106 0.5511 -0.4571 0.00
H -5.397 4.256 1.407 0.0384 -0.2263 -0.2881 0.00
H -0.964 -8.099 2.865 -0.1499 0.4223 -0.3966 0.00
H -2.752 4.316 0.459 0.2118 -0.1796 0.4050 0.00
H 2.278 -6.308 2.168 -0.0381 0.2836 0.0288 0.00
H 4.323 1.977 -6.767 0.2637 -0.1683 0.4930 0.00
H 0.819 0.768 -0.329 -0.1358 1.1562 -0.3919 0.01
H 4.312 -0.629 -2.374 0.4400 -0.1701 -0.2518 0.00
H -2.901 -4.849 3.179 0.1143 -0.8449 0.2088 0.00
H -2.058 5.921 0.806 0.4034 -0.2083 0.3879 0.00
H 5.364 0.335 -1.313 0.0134 -0.0738 0.0042 0.00
H -2.909 -2.779 2.212 -0.1724 0.1307 -0.0026 0.00
H 0.866 3.662 1.258 0.0390 0.1273 -1.1719 0.00
H 1.857 3.640 -6.021 0.2484 0.3035 0.6518 0.00
H 2.036 2.867 -7.447 0.1716 -0.8664 -0.2224 0.00
H -2.208 -1.133 1.097 -0.2017 -0.0835 0.2652 0.00
H 0.373 -0.096 -2.476 -0.2438 -0.3475 0.4621 0.00
H -5.373 5.504 2.593 -0.5411 -0.2542 0.6505 0.00
H 1.656 -6.050 3.837 0.3279 0.6547 0.1012 0.00
H 0.074 -5.876 1.280 -0.8934 -0.3177 -0.0624 0.00
H 4.243 3.093 -5.318 0.2778 -0.1409 -0.3298 0.00
H 4.501 2.374 -2.221 -0.4710 0.3934 -0.3325 0.00
H 2.053 -2.588 -2.997 0.0034 -0.0910 -0.6300 0.00
H 5.669 0.413 -3.059 -0.0890 -0.4455 -0.0028 0.00
H -0.546 -0.982 0.621 0.1939 -0.0876 -0.0100 0.00
H 3.076 1.353 -1.763 0.0134 0.3948 0.0743 0.00
H -2.236 -4.984 1.546 0.2326 -0.3527 -0.1562 0.00
H -1.958 -2.909 3.700 0.6430 0.7533 0.0258 0.00
H 2.017 -0.350 -2.028 0.3530 0.0403 -0.2327 0.00
H -4.729 2.041 3.209 -0.0054 -0.5947 0.1150 0.00
H -2.265 1.114 3.155 -0.3491 -0.2575 0.3547 0.00
H 1.028 -2.577 -1.710 -0.4150 0.8052 0.4056 0.00
H -6.173 3.800 2.910 -0.4378 0.6932 0.2357 0.00
H -2.296 5.382 -0.809 0.4140 -0.1049 -0.2351 0.00
H 4.302 3.665 -7.027 -0.3091 0.2987 0.2157 0.00
H -0.085 4.713 2.116 -0.8181 0.4374 -0.0989 0.00
H -0.949 -0.584 2.284 -0.2564 0.0922 0.1338 0.00
H -3.936 2.310 1.691 0.1153 0.4300 -0.4591 0.00
H -0.072 -9.114 3.839 0.6789 0.1497 0.4395 0.00
H -0.179 1.930 1.964 0.4706 -0.0325 0.2097 0.00
H -0.480 -7.424 4.367 0.5996 0.0342 0.2478 0.00
```
Positions in Å, forces in eV/Å.

Summary:
* spin multiplicity: 6
* <S²>: 8.75
* net charge: +1
* relative energy (zero: lowest compared OMol25 entry of this formula, charge and spin): 19.5 kcal/mol
* E_HOMO (alpha / beta): -10.67 / -10.67 eV
* LUMO (alpha / beta): -4.34 / -4.78 eV
* gap between HOMO and LUMO (alpha / beta): 6.335 / 5.894 eV


No. 3
C26H21IN2O6PV | ωB97M-V/def2-TZVPD

Geometry as XYZ:
```
58
Properties=species:S:1:pos:R:3:forces:R:3:lowdin_spin:R:1
I 3.816 -1.794 -4.588 0.0120 -0.0028 -0.0022 0.00
V -0.514 -0.468 -0.694 0.9931 -0.5551 0.3741 2.55
P 0.993 3.637 0.404 0.0304 -0.0345 -0.0822 0.00
O 3.254 0.623 -0.589 0.0071 -0.0383 -0.0038 0.01
O 1.227 -1.319 1.390 -0.1255 -0.1493 0.1628 0.02
O 1.880 -3.328 2.160 -0.1284 0.0113 -0.0459 0.00
O -4.114 -2.182 -1.431 0.4768 0.1907 0.2523 0.06
O 1.026 0.492 -0.657 1.5320 1.6866 -0.1276 0.02
O -2.349 -0.844 -1.140 -2.8009 -2.5187 0.1925 0.00
N -1.000 -2.397 0.327 -0.5467 -0.1728 -0.2875 0.04
N 0.021 -1.106 -2.715 -0.0683 -0.0655 0.1650 0.00
C 2.781 2.589 4.528 0.0067 0.0183 0.0103 0.00
C 2.191 1.184 -0.660 -0.8103 -0.7174 0.1057 0.01
C 1.664 3.139 2.029 -0.0465 -0.0107 -0.0048 0.00
C 1.782 -1.555 -4.264 -0.0044 -0.0062 0.0166 0.00
C 1.324 -1.275 -2.987 -0.0572 -0.0557 0.0650 0.01
C -0.478 -1.489 -5.015 -0.0084 -0.0144 -0.0113 0.00
C 1.029 -2.490 1.571 0.1874 0.1035 -0.0977 0.01
C -1.852 -4.920 1.177 0.2926 0.0130 0.1441 0.02
C -0.862 -1.217 -3.716 0.0395 0.0445 -0.0193 0.01
C -1.322 2.347 1.427 0.1247 -0.0882 -0.0732 0.00
C -0.635 2.792 0.296 -0.0627 0.0469 0.1415 0.01
C -0.612 -4.410 1.563 -0.2791 -0.1095 -0.0431 0.01
C 2.053 2.683 -0.788 -0.1537 -0.1354 -0.0404 0.00
C -1.325 2.826 -0.925 0.0255 0.0906 0.1086 0.01
C -0.243 -3.152 1.131 0.1236 0.1080 0.0371 0.02
C 2.226 1.565 3.770 -0.0029 0.0032 -0.0166 0.00
C -3.336 2.039 0.139 0.0079 -0.0255 -0.0323 0.00
C 0.866 -1.661 -5.300 -0.0083 -0.0024 -0.0125 0.01
C 2.216 4.160 2.802 -0.0005 -0.0064 -0.0077 0.00
C 2.777 3.886 4.043 -0.0020 -0.0083 0.0057 0.00
C -2.209 -2.893 -0.033 0.4268 -0.2114 0.3077 0.04
C -2.658 1.965 1.344 -0.0376 -0.0224 -0.0039 0.00
C 1.673 1.837 2.531 0.0673 -0.0255 -0.0359 0.00
C -2.661 2.470 -1.000 0.0283 -0.1733 -0.0413 0.01
C -2.929 -1.955 -0.883 0.8224 2.4368 -0.9260 0.12
C -2.666 -4.148 0.379 -0.0148 0.3818 -0.2034 0.01
H -2.170 -5.899 1.507 -0.0027 0.0041 -0.0001 0.00
H 0.053 -4.969 2.203 0.0242 -0.0218 0.0079 0.00
H -1.225 -1.559 -5.793 0.0021 0.0033 -0.0015 0.00
H -3.639 -4.514 0.078 -0.0025 -0.0149 0.0071 0.00
H 2.206 5.176 2.427 0.0002 0.0003 -0.0030 0.00
H 2.012 -1.177 -2.157 0.0136 0.0744 0.0296 0.00
H 1.678 2.903 -1.792 -0.0361 0.0075 0.0476 0.00
H -1.902 -1.061 -3.465 -0.0069 0.0146 0.0091 0.00
H -4.384 1.775 0.083 -0.0096 -0.0073 -0.0074 0.00
H -0.825 3.192 -1.815 0.0168 0.0113 -0.0166 0.00
H -3.179 2.527 -1.949 -0.0040 0.0201 0.0217 0.00
H 1.196 -1.871 -6.308 -0.0008 0.0011 0.0028 0.00
H 3.048 3.119 -0.716 0.0304 -0.0143 -0.0277 0.00
H -0.815 2.313 2.384 -0.0842 0.0497 -0.0492 0.00
H -3.174 1.636 2.238 -0.0095 0.0090 0.0081 0.00
H 3.206 4.688 4.629 -0.0004 0.0034 0.0029 0.00
H -4.486 -3.033 -1.174 -0.0337 -0.0991 0.0322 0.00
H 3.214 2.373 5.496 0.0042 -0.0007 0.0056 0.00
H 2.228 0.549 4.147 0.0015 -0.0061 0.0045 0.00
H 1.247 1.029 1.954 0.0193 -0.0386 -0.0616 0.00
H 2.677 -2.829 2.400 0.0320 0.0187 0.0175 0.00
```
Positions in Å, forces in eV/Å.

Summary:
* spin multiplicity: 4
* <S²>: 3.77
* net charge: +1
* relative energy (zero: lowest compared OMol25 entry of this formula, charge and spin): 40.9 kcal/mol
* E_HOMO (alpha / beta): -10.33 / -10.37 eV
* LUMO (alpha / beta): -4.44 / -4.48 eV
* gap between HOMO and LUMO (alpha / beta): 5.884 / 5.894 eV


No. 4
C4H7F2NO2 | ωB97M-V/def2-TZVPD

Geometry as XYZ:
```
16
Properties=species:S:1:pos:R:3:forces:R:3:nbo_charge:R:1
F 0.545 -1.878 -0.284 -0.3136 2.5151 0.1571 -0.36
F -1.797 0.436 -1.641 -0.5571 0.8782 0.5068 -0.35
O 0.858 1.786 -0.496 3.5397 0.2501 -0.8947 -0.64
O 2.241 0.208 -1.064 0.9989 -0.7403 -0.2262 -0.52
N -0.744 -0.029 0.787 2.3249 -1.7460 -0.0075 -0.63
C 1.174 0.512 -0.653 0.7320 -0.7486 -0.1214 0.72
C 0.057 -0.497 -0.379 -2.3621 -0.8918 1.0114 0.34
C -0.850 -0.551 -1.619 -1.2336 -0.6118 1.5514 0.03
C 0.204 0.153 1.938 -0.0197 -1.2770 1.3791 -0.45
H 0.723 1.082 1.852 -0.2688 1.0286 0.1386 0.21
H -1.402 -1.486 -1.705 0.4524 -0.2308 0.1370 0.19
H 1.106 -0.543 2.035 -1.5714 0.0673 -0.4371 0.20
H -0.018 1.805 -0.321 -4.8957 0.6908 1.2271 0.49
H -0.264 -0.334 -2.422 1.7534 -0.1535 -2.6215 0.18
H -1.446 -0.740 1.068 0.6077 0.6188 -0.6508 0.39
H -0.386 0.075 2.903 0.8130 0.3509 -1.1491 0.22
```
Positions in Å, forces in eV/Å.

Summary:
* SMILES: CN[C@@](F)(CF)C(=O)O
* net charge: 0
* relative energy (zero: lowest compared OMol25 entry of this formula, charge and spin): 21.6 kcal/mol
* E_HOMO: -10.81 eV
* LUMO: 0.76 eV
* gap between HOMO and LUMO: 11.573 eV